1.
{"formula": "C23H39CuNSi3Te", "method": "wB97M-V/def2-TZVPD", "gap_ev": 6.45, "fmax_ev_per_a": 0.69, "lumo_ev": 2.6, "molar_mass_g_mol": 605.0, "charge": -1, "total_energy_ha": -3731.73922, "elements": ["Cu", "C", "Si", "C", "C", "C", "Si", "C", "C", "C", "Si", "C", "C", "C", "C", "C", "C", "C", "N", "H", "H", "H", "H", "H", "H", "H", "H", "H", "H", "H", "H", "H", "H", "H", "H", "H", "H", "H", "H", "H", "H", "H", "H", "H", "H", "H", "H", "C", "C", "C", "C", "C", "C", "Te", "C", "C", "C", "H", "H", "H", "H", "H", "H", "H", "H", "H", "H", "H"], "xyz": [[0.558, -0.187, 0.912], [-2.855, 1.844, -0.640], [-1.143, 1.501, -1.389], [-0.989, 2.663, -2.894], [-1.236, -0.267, -2.073], [0.246, 1.695, -0.172], [-0.001, 3.099, 1.026], [-0.503, 4.745, 0.201], [-1.339, 2.772, 2.337], [1.542, 3.513, 2.063], [1.929, 1.741, -0.939], [2.249, 0.513, -2.352], [2.676, 3.369, -1.593], [3.109, 1.155, 0.458], [4.451, 1.504, 0.600], [5.182, 1.033, 1.677], [4.556, 0.206, 2.601], [3.227, -0.120, 2.388], [2.531, 0.344, 1.353], [-3.651, 1.598, -1.347], [-2.971, 2.893, -0.356], [-3.005, 1.238, 0.258], [-1.790, 2.523, -3.624], [-0.035, 2.505, -3.406], [-1.012, 3.706, -2.565], [-2.158, -0.434, -2.637], [-1.211, -0.995, -1.257], [-0.392, -0.485, -2.734], [-1.425, 4.615, -0.372], [0.270, 5.091, -0.492], [-0.675, 5.531, 0.941], [-2.345, 2.876, 1.925], [-1.239, 3.476, 3.167], [-1.247, 1.760, 2.739], [2.409, 3.751, 1.444], [1.816, 2.665, 2.695], [1.355, 4.370, 2.717], [1.695, 0.796, -3.252], [1.942, -0.498, -2.074], [3.311, 0.483, -2.608], [2.011, 3.802, -2.345], [3.651, 3.215, -2.064], [2.796, 4.109, -0.797], [4.909, 2.165, -0.128], [6.224, 1.301, 1.801], [5.081, -0.172, 3.468], [2.697, -0.782, 3.064], [-3.805, -6.208, -1.195], [-2.862, -5.259, -0.501], [-1.673, -4.849, -1.082], [-0.772, -4.025, -0.411], [0.471, -3.586, -1.135], [-1.052, -3.597, 0.893], [0.391, -2.552, 2.058], [-2.287, -3.952, 1.464], [-2.705, -3.455, 2.823], [-3.163, -4.777, 0.767], [-3.520, -6.358, -2.237], [-4.829, -5.830, -1.167], [-3.796, -7.180, -0.695], [-1.434, -5.181, -2.088], [0.621, -4.176, -2.041], [1.353, -3.677, -0.501], [0.386, -2.533, -1.419], [-2.540, -2.381, 2.907], [-2.111, -3.931, 3.606], [-3.760, -3.672, 3.006], [-4.111, -5.049, 1.222]], "mulliken_charge": [-0.28, -1.09, -0.29, -0.97, -0.80, 1.64, 0.07, -1.04, -1.13, -1.11, -0.67, -1.07, -1.16, 0.57, -0.68, -0.30, -0.86, -0.18, 0.36, 0.40, 0.27, 0.28, 0.38, 0.24, 0.28, 0.46, -0.09, 0.31, 0.27, 0.28, 0.37, 0.31, 0.36, 0.28, 0.26, 0.21, 0.44, 0.30, 0.19, 0.36, 0.32, 0.38, 0.35, 0.32, 0.41, 0.39, 0.32, -1.42, 0.64, -1.20, 1.26, -1.37, -0.35, -0.08, 1.24, -1.58, -1.02, 0.34, 0.34, 0.30, 0.21, 0.37, 0.35, 0.05, 0.30, 0.32, 0.37, 0.28]}

***

2.
{"formula": "C3H5GdO4", "method": "wB97M-V/def2-TZVPD", "e_above_lowest_ev": 1.1817, "gap_ev": [8.79, 8.15], "s2": 20.029, "fmax_ev_per_a": 3.55, "lumo_ev": [-4.7, -5.7], "molar_mass_g_mol": 262.3, "charge": 1, "total_energy_ha": -1183.67697, "multiplicity": 9, "elements": ["O", "C", "C", "O", "O", "C", "H", "H", "H", "H", "O", "H", "Gd"], "xyz": [[1.536, 1.471, -0.840], [0.592, 0.776, -1.151], [-0.387, -0.678, 1.337], [-1.096, 0.416, 0.869], [0.447, -0.526, -0.920], [0.771, -0.989, 0.398], [-0.996, -1.595, 1.456], [0.061, -0.477, 2.330], [0.960, -2.068, 0.326], [1.673, -0.462, 0.733], [-0.324, 1.135, -2.075], [-0.410, 2.096, -2.075], [-2.828, 0.903, -0.388]], "mulliken_charge": [-0.50, 0.80, -0.25, -0.74, -0.26, -0.40, 0.28, 0.22, 0.30, 0.33, -0.50, 0.37, 1.35]}

***

3.
{"formula": "C47H36AsN2O2ScTe", "method": "wB97M-V/def2-TZVPD", "e_above_lowest_ev": 1.1214, "gap_ev": 6.44, "fmax_ev_per_a": 0.67, "lumo_ev": -6.7, "molar_mass_g_mol": 908.3, "charge": 2, "total_energy_ha": -5336.67184, "elements": ["Sc", "C", "O", "C", "C", "C", "C", "C", "C", "N", "N", "C", "C", "O", "C", "C", "C", "C", "C", "C", "C", "C", "H", "H", "H", "H", "H", "H", "H", "H", "H", "H", "H", "H", "H", "C", "C", "C", "C", "C", "C", "As", "C", "C", "C", "C", "C", "C", "C", "C", "C", "C", "C", "C", "H", "H", "H", "H", "H", "H", "H", "H", "H", "H", "H", "H", "H", "Te", "C", "C", "C", "C", "C", "C", "C", "C", "C", "C", "C", "C", "H", "H", "H", "H", "H", "H", "H", "H", "H", "H"], "xyz": [[-0.487, 0.527, 0.158], [-2.264, 0.701, 3.144], [-2.246, 0.473, 1.709], [-3.476, 0.535, 1.041], [-4.653, 0.092, 1.603], [-5.821, 0.211, 0.861], [-5.796, 0.767, -0.416], [-4.598, 1.207, -0.958], [-3.439, 1.072, -0.222], [-2.156, 1.584, -0.623], [-2.253, 2.784, -1.074], [-1.217, 3.644, -1.059], [-0.111, 3.460, -0.199], [0.031, 2.315, 0.439], [0.782, 4.511, 0.053], [0.596, 5.711, -0.574], [-0.490, 5.957, -1.465], [-0.653, 7.216, -2.076], [-1.714, 7.447, -2.908], [-2.640, 6.418, -3.156], [-2.494, 5.178, -2.580], [-1.418, 4.932, -1.716], [-2.506, -0.222, 3.659], [-2.994, 1.472, 3.366], [-1.272, 1.035, 3.426], [-4.674, -0.338, 2.598], [-6.757, -0.127, 1.291], [-6.714, 0.859, -0.986], [-4.551, 1.655, -1.945], [1.602, 4.343, 0.738], [1.298, 6.520, -0.386], [0.074, 7.998, -1.877], [-1.843, 8.418, -3.373], [-3.481, 6.605, -3.814], [-3.207, 4.389, -2.785], [6.817, 1.851, 0.224], [6.586, 0.983, 1.283], [5.284, 0.655, 1.652], [4.223, 1.204, 0.950], [4.445, 2.094, -0.092], [5.745, 2.412, -0.460], [2.387, 0.753, 1.436], [2.005, -0.071, -0.345], [1.644, 0.556, -1.548], [1.625, -0.175, -2.733], [1.993, -1.512, -2.719], [2.376, -2.131, -1.535], [2.371, -1.429, -0.338], [2.747, -1.985, 0.982], [3.043, -3.318, 1.245], [3.334, -3.713, 2.546], [3.307, -2.792, 3.587], [3.007, -1.454, 3.331], [2.752, -1.056, 2.026], [7.833, 2.096, -0.065], [7.419, 0.553, 1.828], [5.118, -0.025, 2.476], [3.619, 2.550, -0.621], [5.920, 3.099, -1.279], [1.492, 1.627, -1.588], [1.364, 0.311, -3.665], [2.005, -2.074, -3.646], [2.689, -3.168, -1.552], [3.042, -4.056, 0.446], [3.568, -4.755, 2.750], [3.524, -3.113, 4.600], [2.994, -0.736, 4.143], [-0.835, -2.151, 1.424], [0.016, -3.986, 0.838], [0.291, -4.908, 1.839], [0.805, -6.152, 1.491], [1.045, -6.460, 0.158], [0.761, -5.527, -0.837], [0.243, -4.280, -0.499], [-2.468, -2.473, 0.140], [-3.522, -3.271, 0.576], [-4.572, -3.539, -0.292], [-4.575, -3.006, -1.580], [-3.521, -2.215, -2.013], [-2.464, -1.953, -1.149], [0.112, -4.666, 2.881], [1.010, -6.884, 2.265], [1.446, -7.433, -0.110], [0.935, -5.772, -1.879], [0.004, -3.568, -1.276], [-3.519, -3.693, 1.574], [-5.393, -4.166, 0.039], [-5.399, -3.219, -2.252], [-3.512, -1.814, -3.022], [-1.625, -1.393, -1.529]], "mulliken_charge": [0.45, -1.16, 0.48, 0.99, -0.70, -0.78, -0.84, -0.57, -0.02, 0.84, -0.75, 0.32, 0.77, 0.04, -1.05, -0.80, 0.64, -0.94, -0.58, -0.66, -0.53, 0.47, 0.32, 0.42, 0.30, 0.49, 0.47, 0.45, 0.53, 0.63, 0.42, 0.43, 0.42, 0.42, 0.47, -0.57, -0.65, -0.38, 0.65, -0.17, -0.71, 0.74, -0.75, 0.24, -0.96, -1.04, -0.25, 0.90, 0.12, -0.21, -1.07, -0.70, -0.97, 0.09, 0.39, 0.42, 0.34, 0.27, 0.43, 0.45, 0.57, 0.44, 0.68, 0.56, 0.47, 0.49, 0.56, 0.24, 0.66, -0.77, -0.63, -0.60, -0.70, -0.28, 0.66, -0.86, -0.67, -0.62, -1.10, -0.12, 0.45, 0.50, 0.43, 0.45, 0.53, 0.51, 0.45, 0.44, 0.49, 0.74]}

***

4.
{"formula": "C32H35Cl2F6HgN7O2P", "method": "wB97M-V/def2-TZVPD", "gap_ev": [3.45, 8.13], "s2": 0.767, "fmax_ev_per_a": 4.73, "lumo_ev": [-0.2, -0.2], "molar_mass_g_mol": 966.1, "charge": 0, "total_energy_ha": -3788.49995, "multiplicity": 2, "elements": ["Hg", "P", "F", "F", "F", "F", "F", "F", "N", "C", "C", "C", "C", "C", "H", "H", "H", "H", "H", "N", "C", "C", "C", "C", "C", "H", "H", "H", "H", "H", "N", "C", "C", "C", "C", "C", "H", "H", "H", "H", "H", "N", "C", "C", "C", "C", "C", "H", "H", "H", "H", "H", "N", "C", "C", "C", "C", "C", "H", "H", "H", "H", "H", "N", "C", "C", "C", "C", "C", "H", "H", "H", "H", "H", "C", "N", "O", "O", "H", "H", "H", "C", "Cl", "Cl", "H", "H"], "xyz": [[-1.069, 1.769, -0.684], [0.722, -0.911, 0.278], [0.405, -2.519, 0.193], [-0.625, -0.558, 1.034], [1.553, -1.002, 1.696], [0.959, 0.693, 0.236], [2.173, -1.155, -0.406], [-0.066, -0.620, -1.127], [-3.238, 0.714, -0.568], [-3.551, -0.301, 0.335], [-4.616, -1.159, 0.226], [-5.498, -0.941, -0.802], [-5.383, 0.162, -1.656], [-4.286, 1.010, -1.413], [-2.840, -0.552, 1.108], [-4.835, -1.949, 0.929], [-6.258, -1.697, -0.941], [-6.130, 0.353, -2.413], [-4.157, 1.873, -2.051], [2.029, -3.883, 3.580], [2.592, -4.023, 4.809], [3.811, -4.749, 4.913], [4.461, -5.196, 3.769], [3.912, -4.933, 2.522], [2.658, -4.318, 2.481], [2.125, -3.545, 5.658], [4.197, -4.999, 5.890], [5.367, -5.780, 3.832], [4.379, -5.303, 1.621], [2.085, -4.130, 1.586], [-0.972, 2.562, 1.509], [0.173, 2.768, 2.225], [0.253, 3.072, 3.586], [-0.984, 3.219, 4.266], [-2.167, 3.092, 3.567], [-2.134, 2.817, 2.168], [1.113, 2.652, 1.706], [1.152, 3.279, 4.148], [-0.991, 3.392, 5.332], [-3.104, 3.337, 4.045], [-3.046, 2.728, 1.596], [-1.218, 1.644, -2.963], [-1.579, 0.562, -3.723], [-1.702, 0.543, -5.127], [-1.404, 1.678, -5.817], [-1.108, 2.804, -5.106], [-0.993, 2.775, -3.749], [-1.784, -0.387, -3.249], [-2.033, -0.363, -5.612], [-1.302, 1.785, -6.887], [-0.956, 3.701, -5.688], [-0.711, 3.683, -3.239], [0.832, 3.049, -1.028], [2.010, 2.729, -1.634], [3.064, 3.643, -1.905], [2.964, 4.946, -1.428], [1.814, 5.338, -0.799], [0.807, 4.391, -0.606], [2.149, 1.685, -1.872], [3.953, 3.297, -2.411], [3.707, 5.672, -1.724], [1.675, 6.375, -0.531], [-0.090, 4.733, -0.112], [-2.890, -3.203, -4.320], [-1.613, -3.240, -4.799], [-0.506, -3.343, -3.971], [-0.740, -3.309, -2.606], [-2.066, -3.156, -2.082], [-3.088, -3.029, -2.986], [-1.524, -3.213, -5.875], [0.496, -3.444, -4.361], [0.075, -3.382, -1.901], [-2.214, -3.012, -1.022], [-4.117, -2.935, -2.669], [4.802, -0.894, 1.622], [4.560, 0.548, 1.306], [5.294, 1.131, 0.520], [3.663, 1.105, 1.952], [5.856, -0.954, 1.893], [4.622, -1.410, 0.679], [4.088, -1.240, 2.369], [-0.437, -0.510, 4.475], [-0.514, -1.039, 6.125], [-2.116, -0.354, 3.853], [-0.033, 0.500, 4.406], [0.137, -1.169, 3.823]], "mulliken_charge": [2.71, 1.54, -0.43, -0.31, -0.43, -0.47, -0.47, -0.31, 0.30, -0.39, -0.89, -0.56, -0.58, -0.79, 0.37, 0.46, 0.41, 0.45, 0.30, -0.37, -0.22, -0.43, -0.23, -0.60, -0.14, 0.39, 0.36, 0.39, 0.41, 0.43, 0.19, 0.12, -1.27, -0.20, -0.81, -0.44, 0.29, 0.48, 0.43, 0.46, 0.38, 0.09, -0.18, -0.81, -0.36, -0.65, -0.36, 0.49, 0.46, 0.40, 0.42, 0.32, 0.40, -0.26, -0.90, -0.28, -0.83, -0.46, 0.40, 0.43, 0.39, 0.42, 0.43, -0.64, -0.42, -0.49, -0.12, -0.29, -0.38, 0.44, 0.42, 0.50, 0.45, 0.47, -0.70, 0.95, -0.60, -0.48, 0.36, 0.26, 0.20, 0.94, -0.21, -0.19, -0.28, -0.27]}

***

5.
{"formula": "C33H46P2SiTc", "method": "wB97M-V/def2-TZVPD", "gap_ev": [6.08, 6.30], "s2": 3.877, "fmax_ev_per_a": 5.57, "lumo_ev": [-6.6, -6.9], "molar_mass_g_mol": 630.8, "charge": 2, "total_energy_ha": -2336.96611, "multiplicity": 4, "elements": ["P", "P", "C", "C", "H", "H", "H", "H", "C", "H", "H", "H", "C", "H", "H", "H", "C", "H", "H", "H", "C", "H", "H", "H", "Tc", "C", "C", "C", "C", "C", "C", "C", "C", "C", "H", "H", "H", "H", "H", "H", "H", "H", "H", "H", "H", "H", "H", "H", "H", "C", "C", "C", "C", "C", "C", "Si", "C", "C", "C", "C", "C", "C", "C", "C", "C", "C", "C", "C", "H", "H", "H", "H", "H", "H", "H", "H", "H", "H", "H", "H", "H", "H", "H"], "xyz": [[1.643, 1.916, -2.598], [0.223, -1.476, -3.235], [2.106, 0.678, -4.074], [1.058, -0.286, -4.540], [3.063, 0.172, -3.845], [2.293, 1.313, -4.955], [0.232, 0.235, -5.049], [1.474, -0.986, -5.288], [1.053, -2.958, -4.032], [0.915, -3.855, -3.423], [2.130, -2.841, -4.159], [0.616, -3.181, -5.011], [-1.333, -1.643, -4.172], [-1.164, -2.239, -5.078], [-1.697, -0.651, -4.450], [-2.062, -2.130, -3.522], [3.387, 2.528, -2.830], [3.535, 3.373, -2.157], [3.547, 2.857, -3.865], [4.141, 1.766, -2.605], [0.768, 2.913, -3.802], [-0.149, 2.410, -4.111], [1.395, 3.118, -4.671], [0.532, 3.843, -3.296], [-1.039, 2.261, 0.140], [-0.078, -2.546, -1.548], [0.678, -3.559, -0.859], [2.078, -3.460, -0.432], [2.301, -2.122, 0.277], [2.827, -1.391, -0.907], [2.285, -0.160, -1.066], [0.724, 0.031, -0.868], [-0.179, -1.233, -0.628], [0.514, 3.364, 0.991], [-1.096, -2.972, -1.665], [0.069, -4.354, -0.345], [2.714, -3.450, -1.373], [2.443, -4.282, 0.218], [1.297, -1.714, 0.525], [2.792, -2.058, 1.259], [3.669, -1.825, -1.452], [2.875, 0.677, -0.601], [0.304, 0.594, -1.779], [0.583, 0.807, 0.022], [0.021, -1.645, 0.407], [-1.198, -0.891, -0.608], [0.048, 4.264, 1.410], [1.299, 3.710, 0.305], [1.019, 2.837, 1.821], [-2.784, -3.380, 1.929], [-3.250, -2.361, 1.094], [-2.663, -1.097, 1.156], [-1.565, -0.860, 2.017], [-1.145, -1.871, 2.897], [-1.757, -3.125, 2.842], [-0.723, 0.834, 1.952], [-2.302, 1.930, 1.690], [-2.630, 3.157, 1.047], [-3.860, 3.788, 1.353], [-4.684, 3.278, 2.359], [-4.323, 2.129, 3.066], [-3.170, 1.430, 2.725], [0.299, 0.921, 3.534], [-0.172, 1.609, 4.665], [0.494, 1.472, 5.880], [1.648, 0.698, 5.952], [2.134, 0.016, 4.837], [1.461, 0.126, 3.619], [-3.256, -4.365, 1.892], [-4.090, -2.517, 0.411], [-3.042, -0.289, 0.510], [-0.361, -1.662, 3.633], [-1.445, -3.895, 3.551], [-1.845, 3.750, 0.450], [-4.140, 4.697, 0.798], [-5.598, 3.788, 2.630], [-4.907, 1.763, 3.908], [-2.985, 0.505, 3.250], [-1.074, 2.220, 4.587], [0.082, 1.968, 6.757], [2.168, 0.608, 6.894], [3.018, -0.615, 4.908], [1.812, -0.406, 2.729]], "mulliken_charge": [1.19, 1.50, -1.22, -1.40, 0.46, 0.75, 0.57, 0.58, -1.67, 0.41, 0.39, 0.53, -1.42, 0.40, 0.53, 0.36, -1.39, 0.41, 0.44, 0.45, -1.52, 0.44, 0.48, 0.41, -0.34, 0.04, -1.10, -0.93, 0.40, -1.71, -0.36, -0.72, -1.36, -1.00, 0.51, 0.33, 0.36, 0.33, -0.85, 0.67, 0.68, 0.57, 0.59, -0.43, 0.73, 1.12, 0.45, 0.36, 0.27, -0.71, -0.86, -0.19, 0.45, -0.30, -0.74, 2.13, 1.05, -0.46, -0.74, -0.65, -0.77, -0.52, 0.86, -0.63, -0.77, -0.61, -0.54, -0.65, 0.44, 0.48, 0.34, 0.41, 0.49, 0.33, 0.43, 0.46, 0.47, 0.47, 0.42, 0.44, 0.41, 0.45, 0.36]}

***

6.
{"formula": "C3H6FNO", "method": "wB97M-V/def2-TZVPD", "e_above_lowest_ev": 2.0390, "gap_ev": 10.55, "smiles": "NC(=O)CCF", "fmax_ev_per_a": 4.71, "lumo_ev": 0.7, "molar_mass_g_mol": 91.1, "charge": 0, "total_energy_ha": -347.71313, "elements": ["N", "C", "O", "C", "C", "F", "H", "H", "H", "H", "H", "H"], "xyz": [[0.857, 1.762, 1.252], [0.669, 0.496, 0.822], [1.447, -0.365, 1.359], [-0.389, 0.140, -0.293], [-0.749, -1.227, -0.870], [-1.512, -0.886, -2.030], [1.353, 1.542, 2.174], [0.588, 2.768, 0.783], [-1.196, 0.655, 0.260], [-0.447, 0.760, -1.128], [-1.565, -1.820, -0.164], [0.122, -1.797, -1.243]], "mulliken_charge": [-0.46, 0.46, -0.64, -0.73, -0.10, -0.30, 0.28, 0.28, 0.32, 0.48, 0.18, 0.24]}